No. 1
Molecular formula: C21H57B3F12O8V2
Method: DFT, ωB97M-V/def2-TZVPD

Calculated values
frontier orbital gap (alpha / beta): 6.050 / 8.157 eV
energy relative to the best compared isomer or geometry (same formula, charge and spin): 0.890 eV
2S+1: 7

Each line ends with the Löwdin charge.
Atoms and positions in Å:
V -0.30 -0.60 0.36  1.01
V 0.10 -0.37 4.64  1.29
O -0.18 -0.30 2.54  -0.36
H -1.05 0.13 2.68  -0.03
B 0.46 2.55 3.90  -1.33
F 0.74 2.56 2.51  0.13
F 0.22 3.82 4.36  0.18
F -0.73 1.83 4.04  0.09
F 1.43 2.02 4.69  0.18
B -0.45 -1.27 -2.33  -1.48
F -1.68 -1.14 -2.96  0.16
F 0.58 -1.82 -3.06  0.17
F -0.26 -0.07 -1.80  0.18
F -0.51 -2.07 -1.27  0.18
B 0.89 -3.45 3.82  -1.36
F -0.03 -3.45 2.77  0.14
F 0.56 -2.49 4.69  0.15
F 1.05 -4.71 4.39  0.16
F 2.06 -3.20 3.16  0.17
C 4.37 -0.88 5.82  -0.03
C 3.72 -0.08 4.74  -0.52
C 4.50 0.25 3.42  0.00
O 2.53 -0.60 4.37  -0.08
H 4.32 -1.95 5.60  0.09
H 3.93 -0.75 6.81  0.08
H 5.43 -0.64 5.93  0.09
H 3.50 0.88 5.20  0.13
H 5.39 0.84 3.64  0.08
H 3.92 0.80 2.67  0.08
H 4.83 -0.71 3.03  0.08
H 2.77 -1.44 3.97  0.08
C -2.24 2.80 0.71  -0.02
C -2.71 1.48 1.20  -0.43
C -4.15 1.32 1.06  -0.05
O -2.18 0.53 0.21  -0.12
H -1.15 2.80 0.70  0.08
H -2.46 3.53 1.49  0.10
H -2.71 3.35 -0.10  0.09
H -2.39 1.15 2.18  0.13
H -4.54 1.08 0.07  0.10
H -4.71 2.14 1.52  0.10
H -4.39 0.43 1.65  0.08
H -2.58 0.96 -0.55  0.05
C -2.23 -4.51 0.64  -0.04
C -2.71 -3.09 0.63  -0.46
C -4.05 -2.91 1.32  -0.04
O -1.77 -2.23 1.28  -0.10
H -2.10 -4.94 1.64  0.09
H -1.24 -4.59 0.20  0.06
H -2.84 -5.23 0.09  0.09
H -2.99 -2.71 -0.35  0.14
H -3.97 -2.81 2.40  0.09
H -4.67 -3.75 1.01  0.08
H -4.42 -1.99 0.87  0.07
H -1.36 -2.83 1.91  0.05
C 1.16 3.68 -5.15  -0.05
C 1.08 2.22 -5.56  -0.53
C -0.07 1.41 -4.91  -0.03
O 1.12 2.04 -6.94  -0.03
H 2.05 4.12 -5.60  0.08
H 1.46 3.78 -4.11  0.06
H 0.23 4.21 -5.34  0.08
H 2.05 1.76 -5.36  0.13
H 0.30 0.39 -5.02  0.09
H -0.95 1.52 -5.54  0.08
H -0.26 1.64 -3.86  0.07
H 0.23 2.25 -7.23  0.08
C 2.61 1.06 -1.60  -0.01
C 2.21 1.83 -0.32  -0.42
C 2.01 3.28 -0.65  -0.04
O 1.01 1.33 0.33  -0.11
H 1.84 1.17 -2.37  0.07
H 2.52 -0.01 -1.43  0.06
H 3.58 1.44 -1.89  0.10
H 3.02 1.72 0.40  0.13
H 3.03 3.67 -0.68  0.09
H 1.44 3.86 0.07  0.09
H 1.64 3.39 -1.67  0.07
H 0.90 1.85 1.14  0.02
C -4.32 0.64 -4.28  0.01
C -3.51 1.85 -3.46  -0.46
C -4.25 3.06 -2.85  -0.04
O -2.94 1.21 -2.41  -0.08
H -5.08 0.29 -3.59  0.07
H -3.62 -0.16 -4.51  0.06
H -4.75 0.97 -5.23  0.06
H -2.70 2.24 -4.07  0.11
H -3.60 3.85 -2.47  0.08
H -4.94 2.71 -2.08  0.07
H -4.91 3.36 -3.66  0.07
H -2.46 0.50 -2.84  0.05
C 3.79 -2.46 -0.06  -0.01
C 2.24 -2.79 -0.22  -0.40
C 1.90 -4.26 0.02  -0.02
O 1.49 -1.93 0.63  -0.10
H 4.17 -1.65 -0.68  0.06
H 4.32 -3.30 -0.51  0.07
H 4.23 -2.40 0.94  0.07
H 1.96 -2.63 -1.26  0.12
H 0.87 -4.63 -0.05  0.07
H 2.26 -4.49 1.02  0.08
H 2.49 -4.86 -0.66  0.09
H 1.58 -2.41 1.46  0.06


No. 2
Molecular formula: C28H26BF6N5O7PPbS5
Method: DFT, ωB97M-V/def2-TZVPD

Calculated values
frontier orbital gap: 7.577 eV
net charge: +1
energy relative to the best compared isomer or geometry (same formula, charge and spin): 0.401 eV

Each line ends with the Löwdin charge.
Atoms and positions in Å:
Pb 0.22 -0.95 1.03  1.24
C 4.39 1.22 2.44  0.00
N 3.97 0.14 3.31  -0.08
C 4.79 -0.78 3.93  -0.01
C 4.00 -1.58 4.67  -0.03
N 2.70 -1.17 4.50  -0.02
B 1.44 -1.83 5.14  -0.41
N 0.99 -3.09 4.28  0.02
C 0.19 -4.05 4.86  -0.05
C -0.12 -4.97 3.92  -0.03
N 0.50 -4.58 2.76  -0.11
C 0.47 -5.30 1.50  -0.01
C 1.17 -3.42 2.99  -0.67
S 2.13 -2.63 1.77  0.64
C 2.71 -0.13 3.68  -0.55
S 1.30 0.77 3.11  0.82
H 5.47 1.32 2.50  0.10
H 3.93 2.15 2.78  0.10
H 4.09 1.02 1.42  0.09
H 5.86 -0.78 3.78  0.13
H 4.24 -2.41 5.31  0.13
H 1.74 -2.25 6.23  0.08
H 0.54 -1.03 5.17  0.07
H -0.08 -3.99 5.90  0.13
H -0.70 -5.87 3.98  0.13
H 0.13 -6.31 1.69  0.10
H 1.47 -5.32 1.07  0.07
H -0.21 -4.82 0.79  0.09
O -2.03 1.50 2.37  -0.43
S -1.41 2.56 1.61  1.00
O -0.92 1.85 0.14  -0.53
O 1.55 0.81 1.51  -0.86
C -2.77 3.43 0.80  -0.33
C -3.63 4.24 1.52  -0.04
C -4.69 4.83 0.85  -0.03
C -4.89 4.60 -0.51  -0.04
C -4.03 3.78 -1.22  -0.03
C -2.96 3.20 -0.56  -0.26
P -1.71 2.10 -1.21  1.00
C -0.66 2.97 -2.35  -0.28
C 0.68 3.17 -2.01  -0.06
C 1.47 3.95 -2.84  -0.06
C 0.94 4.51 -3.99  -0.04
C -0.40 4.30 -4.32  -0.05
C -1.20 3.54 -3.50  -0.07
C -2.52 0.60 -1.74  -0.20
C -2.43 0.01 -3.01  -0.32
C -3.12 -1.16 -3.28  0.01
C -3.89 -1.75 -2.30  -0.03
C -3.99 -1.18 -1.03  -0.05
C -3.32 -0.01 -0.76  -0.06
H -3.49 4.40 2.58  0.13
H -5.38 5.47 1.39  0.12
H -5.73 5.06 -1.01  0.12
H -4.20 3.59 -2.27  0.12
H 1.09 2.71 -1.12  0.11
H 2.52 4.09 -2.60  0.12
H 1.57 5.09 -4.64  0.12
H -0.81 4.74 -5.22  0.12
H -2.24 3.37 -3.77  0.11
H -1.65 0.15 -4.77  0.14
H -3.04 -1.62 -4.26  0.13
H -4.41 -2.67 -2.52  0.12
H -4.60 -1.65 -0.26  0.12
H -3.39 0.43 0.23  0.11
F 2.11 -4.74 -1.36  0.14
C 2.10 -3.57 -1.99  -0.69
F 2.72 -3.70 -3.16  0.17
F 2.73 -2.68 -1.24  0.10
S 0.35 -3.05 -2.26  0.57
O -0.19 -2.73 -0.95  -0.45
O -0.26 -4.12 -3.00  -0.25
N 0.48 -1.78 -3.17  -0.39
S 0.84 -0.32 -2.76  0.89
O -1.66 0.62 -3.93  0.03
O 0.53 0.02 -1.36  -0.57
C 3.76 0.44 -3.92  -0.11
F 3.23 1.65 -3.74  0.01
F 3.11 0.01 -4.97  0.04
F 2.53 -0.44 -2.61  -0.35


No. 3
Molecular formula: C16H19BFeO10
Method: DFT, ωB97M-V/def2-TZVPD

Calculated values
frontier orbital gap (alpha / beta): 6.350 / 4.928 eV
net charge: +2
energy relative to the best compared isomer or geometry (same formula, charge and spin): 1.288 eV
2S+1: 5

Each line ends with the Löwdin charge.
Atoms and positions in Å:
C 8.80 3.93 4.72  0.02
O 7.73 4.81 5.15  -0.04
C 6.42 4.47 4.90  -0.37
C 6.00 3.73 3.72  -0.08
C 5.39 2.39 4.07  -0.11
C 4.84 2.15 5.44  0.04
C 4.76 3.32 6.25  0.05
C 5.44 4.51 6.00  0.10
Fe 5.40 5.77 3.64  0.41
C 4.57 5.20 2.24  -0.13
O 3.98 4.91 1.27  0.23
C 6.47 6.78 2.67  -0.04
O 6.86 7.57 1.91  0.25
C 4.17 7.03 3.92  -0.03
O 3.33 7.83 3.84  0.25
H 9.40 4.46 3.96  0.11
H 9.42 3.77 5.61  0.12
H 8.46 2.96 4.32  0.10
H 6.69 3.66 2.87  0.16
H 4.72 2.00 3.30  0.17
H 6.30 1.77 4.05  0.12
H 4.07 1.41 5.69  0.12
H 4.12 3.27 7.12  0.15
H 5.38 5.43 6.59  0.16
C 7.18 -0.55 1.48  0.05
C 6.81 -0.26 2.89  -0.46
O 5.54 -0.57 3.21  0.19
B 5.17 -0.78 4.59  -0.63
H 5.10 0.65 5.30  0.24
O 3.90 -1.44 4.72  0.21
C 2.70 -0.84 4.62  -0.48
C 1.60 -1.87 4.55  0.05
O 2.53 0.35 4.59  0.12
O 6.21 -1.46 5.31  0.19
C 6.11 -1.65 6.64  -0.46
C 6.96 -2.81 7.08  0.06
O 5.41 -0.96 7.37  0.14
O 7.62 0.24 3.70  0.07
H 6.36 -1.06 0.98  0.10
H 7.43 0.39 0.98  0.11
H 8.08 -1.18 1.50  0.12
H 1.88 -2.72 5.18  0.10
H 0.65 -1.43 4.86  0.10
H 1.53 -2.21 3.50  0.11
H 7.75 -2.98 6.34  0.10
H 7.36 -2.60 8.08  0.11
H 6.31 -3.69 7.13  0.12


No. 4
Molecular formula: C3H10O3
Method: DFT, ωB97M-V/def2-TZVPD

Calculated values
frontier orbital gap: 11.004 eV
energy relative to the best compared isomer or geometry (same formula, charge and spin): 1.695 eV

Each line ends with the natural charge from an NBO analysis.
Atoms and positions in Å:
O -2.26 1.14 -1.86  -0.75
C -1.61 1.06 -0.64  -0.05
C -2.09 0.09 0.48  -0.44
C -1.33 0.33 1.90  -0.05
O 0.13 0.41 1.89  -0.73
H -1.91 1.47 -2.64  0.49
H -0.53 0.73 -0.80  0.13
H -1.68 2.15 -0.31  0.16
H -3.14 0.16 0.59  0.22
H -1.82 -1.03 0.27  0.20
H -1.73 1.26 2.31  0.17
H -1.68 -0.51 2.53  0.17
H 0.50 0.30 1.00  0.47
O 5.96 -2.55 -1.25  -0.92
H 6.35 -3.16 -1.84  0.46
H 5.24 -2.19 -1.83  0.46


No. 5
Molecular formula: C12H30ClO8P2Zr
Method: DFT, ωB97M-V/def2-TZVPD

Calculated values
frontier orbital gap: 5.403 eV
net charge: +3
energy relative to the best compared isomer or geometry (same formula, charge and spin): 0.000 eV

Each line ends with the Löwdin charge.
Atoms and positions in Å:
Zr 0.08 0.11 1.44  1.98
Cl -0.85 1.91 0.10  0.23
C -3.93 -0.80 -3.23  -0.04
C -3.29 -0.37 -1.93  -0.21
O -2.99 -1.61 -1.17  -0.14
P -2.95 -1.66 0.37  0.38
O -1.74 -0.87 0.95  -0.45
O -4.32 -1.20 0.87  -0.14
C -4.86 -1.54 2.24  -0.16
C -6.14 -2.31 2.05  -0.04
O -2.77 -3.15 0.70  -0.16
C -3.59 -4.19 0.01  -0.18
C -3.82 -5.35 0.95  -0.04
H -4.96 -1.07 -3.00  0.09
H -3.94 0.00 -3.96  0.10
H -3.40 -1.63 -3.69  0.09
H -2.34 0.15 -2.07  0.10
H -4.00 0.25 -1.38  0.12
H -4.05 -2.05 2.74  0.11
H -5.10 -0.59 2.71  0.13
H -6.83 -1.68 1.49  0.10
H -5.98 -3.32 1.68  0.08
H -6.65 -2.49 3.00  0.11
H -4.47 -3.72 -0.42  0.12
H -2.95 -4.47 -0.83  0.13
H -3.03 -6.09 0.84  0.09
H -3.74 -5.07 2.00  0.09
H -4.76 -5.86 0.75  0.10
C 2.48 4.92 0.64  -0.02
C 2.62 3.66 -0.22  -0.20
O 3.43 2.67 0.50  -0.16
P 3.33 1.16 0.13  0.39
O 1.95 0.52 0.42  -0.42
O 3.63 0.99 -1.36  -0.13
C 4.84 1.49 -2.03  -0.20
C 4.63 1.65 -3.51  -0.05
O 4.40 0.38 0.91  -0.13
C 5.66 0.89 1.46  -0.16
C 5.55 1.80 2.69  -0.04
H 3.03 4.74 1.56  0.09
H 2.88 5.78 0.11  0.09
H 1.46 5.13 0.96  0.08
H 1.60 3.24 -0.19  0.05
H 2.73 3.80 -1.30  0.14
H 5.14 2.41 -1.53  0.12
H 5.63 0.74 -1.91  0.14
H 5.56 1.83 -4.04  0.10
H 4.17 0.75 -3.93  0.10
H 3.87 2.39 -3.77  0.09
H 6.29 0.02 1.64  0.14
H 6.11 1.52 0.70  0.11
H 6.29 2.58 2.53  0.10
H 4.55 2.27 2.63  0.06
H 5.57 1.36 3.68  0.09


No. 6
Molecular formula: C2H3NS
Method: DFT, ωB97M-V/def2-TZVPD

Calculated values
frontier orbital gap (alpha / beta): 7.671 / 7.680 eV
energy relative to the best compared isomer or geometry (same formula, charge and spin): 5.735 eV

Each line ends with the natural charge from an NBO analysis.
Atoms and positions in Å:
C -0.20 0.07 -0.80  -0.76
C 0.56 0.62 0.32  -0.22
S -0.22 0.46 1.82  0.88
N 0.67 -0.75 1.84  -0.63
H 0.25 -0.96 -0.63  0.28
H 0.26 0.45 -1.72  0.24
H -1.32 0.12 -0.82  0.21


No. 7
Molecular formula: C6H10FIN2O3P
Method: DFT, ωB97M-V/def2-TZVPD

Calculated values
frontier orbital gap: 8.766 eV
net charge: +1

Each line ends with the natural charge from an NBO analysis.
Atoms and positions in Å:
C -1.19 1.30 2.30  -0.65
C -1.99 0.01 2.17  -0.31
I -1.33 -1.38 3.66  0.12
C -1.94 -0.68 0.77  -0.48
C -0.80 -0.26 -0.09  0.15
C 0.36 -0.90 -0.37  -0.04
N 1.13 -0.10 -1.19  -0.60
P 2.77 -0.46 -1.74  2.48
O 3.70 -0.08 -0.69  -1.01
O 2.86 0.33 -3.08  -0.96
O 2.70 -1.98 -2.15  -0.96
C 0.46 1.02 -1.44  0.22
N -0.68 0.92 -0.78  0.11
F -1.61 1.87 -0.80  -0.12
H -1.19 1.62 3.35  0.25
H -1.64 2.10 1.70  0.22
H -0.15 1.18 2.01  0.21
H -3.04 0.24 2.38  0.24
H -1.81 -1.75 0.92  0.26
H -2.89 -0.57 0.24  0.26
H 0.67 -1.87 -0.01  0.26
H 2.22 0.12 -3.78  0.53
H 2.65 -2.56 -1.37  0.53
H 0.76 1.88 -2.02  0.28


No. 8
Molecular formula: C6H13NO
Method: DFT, ωB97M-V/def2-TZVPD

Calculated values
frontier orbital gap (alpha / beta): 11.999 / 7.304 eV
net charge: +1
energy relative to the best compared isomer or geometry (same formula, charge and spin): 0.870 eV
2S+1: 2

Each line ends with the natural charge from an NBO analysis.
Atoms and positions in Å:
C -0.88 1.51 0.66  -0.52
C -0.23 2.86 0.34  -0.61
C 0.10 0.35 0.69  0.67
N 0.16 -0.50 -0.46  -0.03
C 0.38 -1.97 -0.38  -0.25
C -0.04 -2.66 0.91  -0.65
C 0.54 0.13 -1.71  -0.47
O 0.69 0.02 1.68  -0.40
H -1.31 1.50 1.67  0.27
H -1.72 1.35 -0.03  0.24
H 0.35 2.88 -0.57  0.21
H 0.42 3.26 1.12  0.24
H -1.01 3.62 0.26  0.24
H -0.31 -2.23 -1.19  0.25
H 1.41 -2.23 -0.61  0.27
H -1.11 -2.85 1.04  0.24
H 0.19 -2.11 1.82  0.26
H 0.53 -3.59 0.93  0.25
H 0.12 1.12 -1.76  0.25
H 0.09 -0.40 -2.57  0.27
H 1.61 -0.04 -1.86  0.28


No. 9
Molecular formula: C5H11NO2
Method: DFT, ωB97M-V/def2-TZVPD

Calculated values
frontier orbital gap (alpha / beta): 8.412 / 8.411 eV
energy relative to the best compared isomer or geometry (same formula, charge and spin): 4.881 eV

Each line ends with the natural charge from an NBO analysis.
Atoms and positions in Å:
C 1.26 1.20 0.13  -0.65
C 0.47 0.00 -0.39  0.28
C 0.76 -1.28 0.39  -0.64
C 0.70 -0.20 -1.89  -0.62
O -0.99 0.27 -0.32  -0.46
C -1.56 0.45 0.84  0.58
N -2.87 0.26 0.96  -0.41
O -2.66 -1.18 1.08  -0.59
H 2.32 1.04 -0.07  0.23
H 0.94 2.11 -0.37  0.22
H 1.14 1.33 1.21  0.21
H 0.60 -1.14 1.46  0.22
H 1.79 -1.58 0.23  0.22
H 0.09 -2.08 0.06  0.24
H 0.44 0.71 -2.44  0.22
H 1.74 -0.44 -2.08  0.22
H 0.07 -1.01 -2.26  0.23
H -0.97 0.91 1.63  0.15
H -3.27 0.65 1.82  0.35


No. 10
Molecular formula: C9H25B2N2O7P2
Method: DFT, ωB97M-V/def2-TZVPD

Calculated values
frontier orbital gap: 7.707 eV
net charge: -1

Each line ends with the natural charge from an NBO analysis.
Atoms and positions in Å:
N 5.21 -0.32 1.02  -1.31
P 4.45 -1.43 0.19  1.35
C 2.99 -2.20 1.01  -0.70
B 3.48 -3.50 1.83  1.22
O 3.12 -3.79 3.12  -0.91
O 4.37 -4.40 1.23  -0.95
C 2.36 -0.98 1.86  0.80
O 2.14 0.02 1.15  -0.76
O 2.07 -1.22 3.04  -0.74
N 1.89 -2.52 0.02  -0.78
C 0.64 -2.81 0.75  -0.64
B -0.47 -1.72 0.49  1.21
O -0.23 -0.66 -0.34  -0.93
O -1.70 -1.89 1.14  -0.96
P 2.20 -3.41 -1.33  1.74
O 2.56 -2.73 -2.59  -1.09
H 6.17 -0.62 1.18  0.35
H 3.92 -1.00 -1.04  -0.05
H 5.31 -2.50 -0.10  -0.07
H 2.20 -4.03 3.24  0.50
H 3.92 -5.13 0.81  0.49
H 0.83 -2.76 1.83  0.26
H 0.22 -3.80 0.55  0.21
H 0.00 0.13 0.17  0.53
H -1.72 -1.46 2.00  0.50
H 1.03 -4.17 -1.45  -0.13
H 3.20 -4.36 -1.01  -0.14
C -1.67 5.19 -1.06  -0.61
C -2.20 4.08 -1.95  -0.40
C -3.68 3.76 -1.72  -0.39
C -4.01 3.26 -0.31  -0.39
C -3.24 2.01 0.12  -0.40
C -3.51 0.79 -0.74  -0.62
H -1.73 4.93 -0.01  0.20
H -0.62 5.40 -1.29  0.21
H -2.24 6.12 -1.21  0.19
H -1.60 3.18 -1.82  0.21
H -2.08 4.37 -3.00  0.20
H -4.00 3.01 -2.45  0.20
H -4.27 4.66 -1.91  0.19
H -5.08 3.05 -0.25  0.19
H -3.82 4.06 0.42  0.20
H -3.51 1.78 1.16  0.20
H -2.16 2.22 0.13  0.20
H -4.58 0.54 -0.74  0.19
H -2.96 -0.07 -0.37  0.24
H -3.21 0.95 -1.78  0.20


No. 11
Molecular formula: C9H14
Method: DFT, ωB97M-V/def2-TZVPD

Calculated values
frontier orbital gap: 10.117 eV
energy relative to the best compared isomer or geometry (same formula, charge and spin): 0.259 eV

Each line ends with the natural charge from an NBO analysis.
Atoms and positions in Å:
C 0.94 -1.84 1.40  -0.64
C 0.61 -1.40 0.01  -0.01
C 1.20 -0.27 -0.54  -0.22
C 0.84 0.15 -1.82  -0.19
C -0.08 -0.56 -2.57  -0.23
C -0.67 -1.69 -2.02  -0.20
C -0.35 -2.09 -0.73  -0.22
H 0.26 -2.62 1.73  0.21
H 0.86 -1.03 2.15  0.22
H 1.97 -2.15 1.56  0.22
H 2.05 0.20 -0.06  0.21
H 1.29 1.07 -2.16  0.21
H -0.36 -0.22 -3.56  0.21
H -1.40 -2.23 -2.61  0.21
H -0.88 -2.89 -0.24  0.21
C -0.20 2.54 1.55  -0.61
C -1.35 1.85 0.78  -0.62
H -0.59 3.02 2.44  0.20
H 0.55 1.84 1.90  0.20
H 0.26 3.33 0.97  0.20
H -1.53 2.31 -0.18  0.21
H -2.27 1.89 1.36  0.20
H -1.14 0.79 0.65  0.21


What did the ninth record say?
Molecular formula: C5H11NO2
Method: DFT, ωB97M-V/def2-TZVPD

Calculated values
frontier orbital gap (alpha / beta): 8.412 / 8.411 eV
energy relative to the best compared isomer or geometry (same formula, charge and spin): 4.881 eV

Each line ends with the natural charge from an NBO analysis.
Atoms and positions in Å:
C 1.26 1.20 0.13  -0.65
C 0.47 0.00 -0.39  0.28
C 0.76 -1.28 0.39  -0.64
C 0.70 -0.20 -1.89  -0.62
O -0.99 0.27 -0.32  -0.46
C -1.56 0.45 0.84  0.58
N -2.87 0.26 0.96  -0.41
O -2.66 -1.18 1.08  -0.59
H 2.32 1.04 -0.07  0.23
H 0.94 2.11 -0.37  0.22
H 1.14 1.33 1.21  0.21
H 0.60 -1.14 1.46  0.22
H 1.79 -1.58 0.23  0.22
H 0.09 -2.08 0.06  0.24
H 0.44 0.71 -2.44  0.22
H 1.74 -0.44 -2.08  0.22
H 0.07 -1.01 -2.26  0.23
H -0.97 0.91 1.63  0.15
H -3.27 0.65 1.82  0.35